No. 1
Below is a single C2H6Si2 molecule, with properties calculated with wB97M-V/def2-TZVPD.

Last column: Mulliken charge in e.
Positions of all 10 atoms, in Å:
C (-1.097566, -1.920062, -2.318668)  0.159
C (-0.665078, -0.897426, -1.919132)  -0.708
Si (-0.362949, 0.504358, -0.686924)  0.318
Si (0.619336, 0.113804, 1.360534)  0.309
H (-1.286793, -2.741563, -2.913757)  0.394
H (1.804397, -0.505165, 0.937594)  -0.081
H (0.522979, 1.246550, -1.409267)  -0.124
H (-1.469225, 1.468465, -0.787433)  -0.109
H (-0.353573, -0.474859, 2.271312)  -0.077
H (0.798806, 1.562043, 1.672042)  -0.081

Atomic forces in eV per Å
C -0.264 -1.546 -1.264
C 0.545 3.039 2.938
Si -1.585 -1.372 -0.707
Si -1.744 1.530 -0.492
H -0.557 -1.311 -0.564
H 1.401 -0.924 0.148
H 2.327 1.543 -1.154
H -0.563 -0.230 0.417
H 0.201 -0.423 0.403
H 0.239 -0.306 0.275

## Properties
* HOMO-LUMO gap: 10.822 eV
* SMILES string: C#C[SiH2][SiH3]
* spin multiplicity: 1
* electronic energy: -17922.9665 eV
* HOMO energy: -10.0 eV
* ΔE to the lowest compared entry with this formula, charge and spin: 0.496 eV


No. 2
Below is a molecular structure, C63H62F3KN6P2S3, with properties calculated with wB97M-V/def2-TZVPD.

Last column: Mulliken charge in e.
Positions of all 140 atoms, in Å:
K (-0.596359, -0.234282, -0.192759)  2.390
N (-0.824048, -0.965662, 2.107337)  -0.031
S (0.134063, -0.801028, 3.162805)  0.917
N (1.801855, -0.880458, 2.852251)  0.048
S (2.863373, 0.068924, 2.348380)  1.457
N (3.745176, -0.387406, 1.150554)  -0.508
S (3.125367, -0.865574, -0.318850)  0.650
N (1.711090, -0.852661, -0.616932)  -0.474
C (3.897603, -2.499034, -0.413926)  0.443
C (4.858494, -2.852254, -1.335236)  -0.261
C (5.299869, -4.170182, -1.388445)  -0.886
C (4.778643, -5.117083, -0.528601)  -0.590
C (3.803739, -4.753489, 0.393741)  -0.569
C (3.361422, -3.447153, 0.449845)  -0.569
C (4.169570, 0.136369, -1.395564)  -0.137
C (3.583931, 0.530740, -2.584619)  -0.491
C (4.295986, 1.325626, -3.472122)  -0.555
C (5.585872, 1.714349, -3.162466)  -0.683
C (6.166029, 1.312451, -1.963780)  -0.744
C (5.458334, 0.524612, -1.073582)  -0.183
C (4.107655, 0.186529, 3.631031)  -0.432
C (3.968957, -0.598947, 4.757018)  0.139
C (4.955228, -0.549496, 5.737076)  -1.006
C (6.045374, 0.281329, 5.576894)  -0.543
C (6.172332, 1.065190, 4.433260)  -0.857
C (5.205852, 1.017928, 3.447398)  -0.286
C (2.279604, 1.740157, 2.132787)  1.075
C (1.730447, 2.107942, 0.916191)  -0.445
C (1.259986, 3.402024, 0.754708)  -1.295
C (1.345179, 4.312020, 1.792581)  -0.732
C (1.889382, 3.929303, 3.008394)  -1.015
C (2.361243, 2.639695, 3.186414)  -0.275
C (0.203319, -2.092133, 4.433348)  0.014
C (0.669769, -3.348397, 4.056049)  -0.437
C (0.612332, -4.403517, 4.947684)  -0.621
C (0.081393, -4.211731, 6.216642)  -0.579
C (-0.406788, -2.969367, 6.574418)  -0.844
C (-0.356609, -1.908016, 5.679234)  -0.034
C (-0.007435, 0.743525, 4.088063)  0.268
C (-0.818067, 1.696564, 3.490259)  -1.051
C (-0.958050, 2.937766, 4.097591)  -0.333
C (-0.319718, 3.202731, 5.292590)  -0.728
C (0.485732, 2.236278, 5.884684)  -1.041
C (0.653983, 1.004914, 5.276213)  0.068
H (5.266915, -2.118580, -2.017297)  0.440
H (6.054057, -4.450802, -2.111131)  0.413
H (5.124460, -6.140452, -0.573567)  0.384
H (3.389592, -5.494219, 1.064280)  0.456
H (2.600138, -3.144188, 1.152938)  0.370
H (2.566668, 0.223545, -2.790449)  0.475
H (3.837714, 1.641775, -4.398569)  0.448
H (6.143382, 2.337098, -3.847590)  0.413
H (7.174068, 1.620608, -1.720674)  0.420
H (5.903987, 0.216210, -0.137538)  0.460
H (3.113571, -1.253593, 4.851322)  0.454
H (4.865446, -1.167208, 6.618945)  0.489
H (6.808050, 0.321454, 6.341488)  0.403
H (7.030930, 1.709596, 4.312575)  0.436
H (5.294431, 1.614674, 2.550932)  0.506
H (1.659967, 1.402044, 0.094125)  0.289
H (0.805420, 3.680483, -0.182474)  0.759
H (0.974306, 5.316523, 1.654108)  0.508
H (1.951695, 4.632864, 3.826165)  0.456
H (2.783720, 2.347922, 4.139629)  0.550
H (1.063543, -3.495748, 3.065483)  0.310
H (0.977802, -5.377019, 4.651847)  0.447
H (0.039715, -5.033883, 6.917996)  0.397
H (-0.837682, -2.812622, 7.553810)  0.436
H (-0.760944, -0.942745, 5.966936)  0.477
H (-1.305725, 1.490012, 2.546104)  0.335
H (-1.571953, 3.687109, 3.618729)  0.441
H (-0.443828, 4.164374, 5.771330)  0.482
H (0.988161, 2.446774, 6.819248)  0.402
H (1.292997, 0.257046, 5.726613)  0.563
C (0.136013, -1.446527, -4.567654)  -1.734
P (-1.088150, -0.871778, -3.335395)  1.049
C (-2.470928, -2.055336, -3.752546)  -0.756
N (-2.768710, -2.190096, -5.018927)  0.054
C (-3.731609, -3.085049, -5.374911)  0.218
C (-4.089868, -3.231027, -6.734843)  -0.469
C (-5.038817, -4.146833, -7.089897)  -0.583
C (-5.660847, -4.953918, -6.112238)  -0.537
C (-5.326850, -4.830029, -4.793770)  -0.444
C (-4.353775, -3.880578, -4.403768)  0.237
N (-4.023182, -3.750975, -3.091793)  -0.109
C (-3.131333, -2.857697, -2.752392)  -0.162
P (-2.724320, -2.770397, -0.931497)  0.921
C (-2.632168, -4.567776, -0.623216)  -1.678
C (-4.323992, -2.253636, -0.152652)  2.019
C (-4.068336, -2.365792, 1.354800)  -1.927
C (-4.538192, -0.784047, -0.497238)  -1.846
C (-5.566213, -3.048338, -0.527922)  -1.930
C (-1.636313, 0.771573, -4.059311)  1.826
C (-2.938036, 1.191603, -3.385835)  -1.681
C (-0.546967, 1.767459, -3.657268)  -1.922
C (-1.795046, 0.813251, -5.576781)  -1.903
H (-0.305391, -1.615965, -5.549499)  0.395
H (0.606821, -2.363950, -4.216803)  0.441
H (0.917966, -0.690025, -4.658684)  0.409
H (-3.590654, -2.601899, -7.457917)  0.473
H (-5.322529, -4.264722, -8.126864)  0.389
H (-6.406514, -5.673524, -6.421535)  0.388
H (-5.782071, -5.430445, -4.019244)  0.469
H (-3.494281, -5.112759, -1.007313)  0.392
H (-2.543072, -4.733332, 0.450650)  0.407
H (-1.730574, -4.961707, -1.092493)  0.433
H (-3.165035, -1.836374, 1.651176)  0.176
H (-3.982568, -3.406016, 1.670790)  0.394
H (-4.915370, -1.932067, 1.890186)  0.450
H (-3.707770, -0.148487, -0.185514)  0.400
H (-5.433484, -0.419737, 0.011864)  0.510
H (-4.700468, -0.645734, -1.567677)  0.270
H (-5.460910, -4.107361, -0.296543)  0.346
H (-5.805022, -2.959914, -1.582904)  0.377
H (-6.414607, -2.669660, 0.047145)  0.484
H (-2.842937, 1.233048, -2.299347)  0.157
H (-3.761001, 0.530105, -3.657418)  0.359
H (-3.203212, 2.199905, -3.714299)  0.468
H (-0.513812, 1.913231, -2.577888)  0.255
H (-0.767064, 2.739240, -4.107322)  0.485
H (0.438642, 1.467182, -4.019527)  0.356
H (-2.499933, 0.071567, -5.926069)  0.302
H (-0.848684, 0.646283, -6.090170)  0.331
H (-2.152785, 1.800997, -5.875675)  0.533
F (-1.189878, 9.626568, -0.348189)  -0.274
C (-2.015396, 8.922612, -1.164254)  0.920
F (-1.679050, 9.243929, -2.434883)  -0.278
F (-3.261934, 9.425631, -0.959854)  -0.260
C (-1.951997, 7.455971, -0.897562)  0.467
C (-1.915027, 7.006932, 0.420447)  -0.815
C (-1.904920, 5.656436, 0.681752)  -0.301
C (-1.940334, 4.713418, -0.362452)  0.592
C (-1.977289, 5.190916, -1.677331)  -0.555
C (-1.983291, 6.543818, -1.942719)  -0.748
C (-1.924494, 3.329385, -0.072751)  -0.221
C (-1.943177, 2.133861, 0.198462)  -1.419
H (-1.889580, 7.712759, 1.238791)  0.394
H (-1.875791, 5.296766, 1.701720)  0.408
H (-2.003758, 4.483526, -2.493891)  0.518
H (-2.011874, 6.887327, -2.967194)  0.425

Atomic forces in eV per Å
K -0.929 0.211 -0.724
N -0.203 -0.482 0.584
S 0.596 0.102 0.510
N -0.517 -0.405 0.228
S 0.507 0.014 -0.384
N -0.156 0.163 0.195
S 0.343 -0.266 0.019
N 0.678 -0.082 -0.172
C -0.156 0.157 0.279
C 0.153 0.125 -0.222
C 0.065 0.004 -0.087
C -0.026 -0.042 0.039
C -0.003 -0.033 0.014
C 0.003 0.092 0.012
C -0.138 -0.050 0.092
C -0.169 -0.036 -0.041
C -0.100 -0.043 -0.001
C 0.130 0.006 0.096
C 0.082 0.077 -0.070
C 0.192 -0.029 0.137
C -0.024 0.147 -0.254
C -0.053 -0.044 0.012
C -0.166 -0.074 -0.047
C 0.118 0.118 -0.056
C 0.031 -0.001 0.040
C -0.041 -0.039 0.007
C 0.171 -0.025 0.114
C -0.039 -0.023 -0.281
C -0.012 -0.081 -0.070
C 0.014 0.020 0.011
C 0.141 -0.065 -0.004
C 0.180 0.084 0.181
C -0.066 0.028 -0.225
C 0.012 0.139 -0.021
C 0.011 0.051 -0.018
C 0.002 -0.051 0.033
C -0.044 0.059 0.104
C -0.223 0.243 0.254
C -0.121 -0.062 -0.155
C 0.026 -0.069 0.030
C -0.108 -0.138 -0.130
C 0.024 -0.024 0.231
C -0.012 0.062 0.091
C 0.144 -0.030 0.118
H 0.009 0.009 -0.005
H 0.015 0.005 -0.020
H 0.017 -0.032 -0.010
H -0.018 -0.008 0.026
H -0.122 0.041 0.106
H -0.072 -0.038 0.011
H -0.024 0.013 -0.038
H 0.030 0.026 -0.035
H 0.018 0.014 0.000
H -0.024 -0.019 0.033
H -0.068 -0.024 0.002
H -0.023 -0.028 0.037
H 0.045 0.006 0.030
H 0.040 0.037 -0.010
H -0.003 0.033 -0.063
H 0.062 -0.012 0.102
H -0.036 0.042 -0.070
H -0.037 0.093 -0.015
H -0.004 0.033 0.037
H -0.005 0.013 -0.101
H 0.097 0.004 -0.216
H 0.015 -0.029 -0.019
H -0.007 -0.020 0.013
H -0.016 -0.019 0.030
H 0.005 -0.169 -0.041
H -0.115 -0.059 -0.149
H -0.042 0.029 -0.036
H 0.006 0.053 0.030
H 0.017 0.000 0.038
H 0.056 0.000 0.017
C 0.097 0.007 -0.178
P -0.153 0.085 0.180
C 0.035 0.101 -0.139
N -0.156 -0.120 -0.161
C 0.181 0.161 -0.016
C -0.012 -0.023 0.007
C 0.093 0.109 -0.048
C -0.019 -0.046 0.148
C 0.006 0.027 -0.034
C -0.022 -0.046 0.131
N -0.098 -0.121 -0.252
C -0.078 0.000 0.214
P 0.506 0.230 -0.326
C -0.125 -0.234 0.131
C -0.115 0.013 0.159
C -0.135 -0.056 0.028
C -0.046 0.133 -0.097
C -0.024 -0.081 0.073
C 0.018 -0.020 -0.162
C -0.064 0.000 0.053
C 0.066 0.112 0.002
C 0.075 0.008 0.031
H -0.037 -0.016 0.021
H -0.011 -0.035 0.046
H 0.018 -0.015 0.023
H 0.004 0.016 -0.069
H 0.017 0.021 -0.034
H -0.024 -0.028 0.025
H -0.050 -0.049 0.015
H 0.002 0.036 -0.003
H 0.026 -0.002 0.013
H 0.031 0.034 -0.027
H 0.100 0.059 0.050
H 0.016 -0.061 0.026
H -0.038 0.041 0.042
H 0.064 0.037 0.005
H -0.032 0.020 0.037
H 0.023 0.023 -0.091
H 0.026 -0.088 0.000
H -0.040 0.028 -0.092
H -0.043 0.034 0.040
H -0.007 -0.052 0.066
H -0.072 -0.063 0.001
H -0.029 0.033 -0.037
H 0.052 -0.026 0.126
H -0.025 0.037 -0.022
H 0.061 -0.021 0.036
H -0.177 -0.153 -0.095
H 0.091 -0.039 -0.013
H -0.029 0.074 0.021
F -0.203 -0.129 -0.203
C -0.024 0.315 -0.041
F -0.075 -0.084 0.325
F 0.301 -0.065 -0.049
C 0.004 0.094 0.012
C 0.013 0.116 -0.142
C 0.014 -0.180 -0.092
C 0.037 0.301 0.141
C 0.028 -0.096 0.010
C -0.004 0.159 0.010
C -0.128 0.153 -0.089
C -0.006 -0.442 0.114
H -0.010 0.097 0.000
H -0.018 -0.013 0.000
H -0.003 -0.081 0.002
H -0.004 0.073 -0.007

## Properties
* HOMO-LUMO gap: 6.934 eV
* spin multiplicity: 1
* electronic energy: -150830.3231 eV
* HOMO energy: -7.1 eV
* ΔE to the lowest compared entry with this formula, charge and spin: 0.444 eV


Number 1: LUMO energy 0.87 eV. Number 2: LUMO energy -0.17 eV.